Here is a cluster of 5 separate species, C42H76N4O15Si in total in a non-equilibrium geometry from the OMol25 dataset. Energies are from ωB97M-V with the def2-TZVPD basis set.

Summary:
Molar mass: 905.2 g mol⁻¹
SMILES: CCNc1c(CCCCCOCC)c([Si](C)(C)C)c(NCC)c2nc(CCOC(C)=O)cnc12.CCOC(=O)OC.CCOC(=O)OC.CCOC(=O)OC.CCOC(=O)OC
Spin multiplicity: 1
Frontier orbital gap: 7.262 eV
Energy: -3282.76093 Eh
LUMO energy: -0.0237 Eh

The geometry in XYZ format:
```
138
Properties=species:S:1:pos:R:3:forces:R:3
C 2.084228 -5.487552 4.558285 -0.456 -0.754 0.844
C 0.720498 -4.687416 4.838920 -0.092 -0.981 0.354
N 0.550673 -3.426554 4.043012 1.765 -0.522 -1.641
C 1.519144 -3.364672 2.901049 0.866 -0.273 -2.794
C 1.298926 -4.209198 1.591551 1.638 2.222 2.123
C -0.044315 -5.079624 1.562836 0.059 0.095 -0.431
C -1.106919 -4.577960 0.425267 -0.914 -1.146 1.135
C -2.317327 -3.711490 1.086263 1.165 0.880 -1.578
C -1.880548 -2.147589 0.899930 -1.138 -0.645 0.746
C -3.137257 -1.276886 1.400176 1.154 -1.191 0.756
O -2.770600 0.087180 1.716203 -1.664 -0.625 -1.405
C -3.416116 1.055738 0.853928 0.385 1.996 0.978
C -3.812433 2.356139 1.756964 -0.728 0.041 -0.646
C 2.348150 -4.185985 0.385747 1.385 3.181 4.188
Si 2.115206 -5.184177 -1.228623 0.050 0.251 -1.515
C 1.008668 -6.735198 -1.101163 0.015 -1.378 0.304
C 3.786848 -5.812103 -2.007629 -0.258 -0.212 0.433
C 1.326352 -4.081518 -2.626806 -0.018 -0.699 -0.669
C 3.591532 -3.240743 0.597835 -2.540 -1.360 1.341
N 4.646610 -3.106162 -0.408646 -2.131 -0.058 0.641
C 4.291719 -2.269729 -1.575120 1.048 2.293 -0.971
C 5.431976 -1.097606 -1.676741 0.577 -1.086 0.599
C 3.781344 -2.366076 1.912158 -0.280 -0.157 0.115
N 4.949800 -1.527659 1.959795 -2.680 0.630 3.772
C 5.040959 -0.739662 3.132829 -1.820 -1.409 -0.962
C 6.307355 0.262330 3.244929 -0.419 -1.567 -0.950
C 7.580653 -0.597369 2.708626 -0.686 -0.949 0.932
O 7.699519 -0.535806 1.239792 2.544 0.823 0.916
C 9.111163 -0.597227 0.935380 1.375 -2.688 -0.106
C 9.832247 0.814041 0.646829 -1.299 -0.355 0.691
O 9.705434 -1.705131 0.946853 -2.276 4.504 -0.106
C 3.982189 -0.836606 4.264087 -0.476 -0.650 -0.561
N 2.825777 -1.665003 4.318497 4.755 1.172 -4.129
C 2.772026 -2.403238 3.083622 -1.679 -1.815 -1.277
H 2.159544 -6.311211 5.370492 -0.202 1.315 -1.225
H 2.015658 -6.046248 3.561936 0.394 1.063 1.322
H 3.035336 -4.860321 4.669392 -1.494 -0.765 -0.448
H 0.655223 -4.450039 5.958990 0.069 -0.235 -1.606
H -0.140645 -5.414766 4.579389 1.259 0.971 0.582
H -0.408471 -3.300620 3.695963 0.712 -0.242 0.237
H -0.642800 -5.040397 2.546290 1.364 0.110 -1.404
H 0.219785 -6.199969 1.435015 -0.385 1.907 -0.038
H -0.609797 -3.971275 -0.401186 -0.674 -0.985 1.105
H -1.609082 -5.534657 0.014025 0.992 1.557 0.324
H -3.284834 -3.935309 0.490546 1.465 0.448 1.102
H -2.477355 -3.934158 2.195174 0.210 0.169 -1.536
H -0.931532 -1.999684 1.542922 -1.552 0.115 -1.036
H -1.655017 -1.908870 -0.197152 -0.207 -0.431 1.556
H -3.970052 -1.388535 0.626426 1.012 0.445 1.041
H -3.485758 -1.765409 2.392454 0.410 0.760 -1.580
H -4.388881 0.703197 0.374128 1.571 0.030 0.481
H -2.628164 1.423350 0.108323 -1.373 -0.728 0.581
H -3.209765 3.283853 1.442754 -0.741 -1.485 0.736
H -4.915729 2.609460 1.540004 1.597 -0.318 0.349
H -3.749423 2.152095 2.880694 0.216 0.224 -1.677
H 1.263168 -7.270233 -0.108008 -0.704 0.686 -1.513
H 1.293024 -7.491967 -1.931115 -0.354 1.345 1.219
H -0.110637 -6.545451 -1.209168 1.556 -0.238 0.403
H 4.458678 -6.172707 -1.151441 -0.658 0.451 -1.419
H 3.514404 -6.709260 -2.684447 0.654 1.536 0.961
H 4.250008 -4.947051 -2.593214 -0.398 -1.470 0.735
H 0.293503 -3.684065 -2.350246 1.513 -0.218 -0.469
H 1.175376 -4.817150 -3.512082 0.167 1.143 1.320
H 2.062219 -3.292594 -2.997603 -1.281 -0.803 0.613
H 5.138222 -3.974868 -0.627379 -0.508 0.455 0.064
H 3.288209 -1.712760 -1.481359 1.362 -1.320 0.171
H 4.295927 -2.794556 -2.590176 -0.086 0.295 1.481
H 5.710379 -0.840210 -2.753006 -0.654 -0.040 1.429
H 5.164059 -0.196747 -1.024309 0.316 -1.181 -1.157
H 6.368855 -1.568410 -1.183222 -1.436 0.884 -0.851
H 6.402924 0.557748 4.344298 0.116 -0.259 -1.642
H 6.181462 1.169469 2.539451 0.056 -1.400 1.337
H 8.558625 -0.301942 3.218501 -1.310 -0.098 -0.731
H 7.388672 -1.708721 2.955694 0.383 1.781 -0.230
H 10.750163 0.703611 -0.022860 -1.403 0.061 1.122
H 10.093218 1.237746 1.692297 -0.160 -0.716 -1.726
H 9.039492 1.526936 0.221924 1.314 -1.093 0.419
H 4.148625 -0.146141 5.175224 -0.344 -1.294 -1.563
C -4.947216 -1.394719 5.816446 -0.172 0.063 0.276
C -5.293944 -0.605139 4.568247 0.617 -0.200 0.187
O -6.702648 -0.349165 4.499560 -0.319 0.452 0.031
C -7.147345 0.649714 5.277741 0.061 -0.194 0.091
O -6.474857 1.340227 6.005882 -0.292 -0.221 -0.365
O -8.480441 0.736716 5.125771 0.443 -0.036 -0.094
C -9.095956 1.708361 5.969224 -0.296 0.286 0.226
H -5.552308 -2.302897 5.877058 0.105 -0.003 -0.134
H -3.890626 -1.670212 5.818235 -0.053 0.020 -0.051
H -5.152102 -0.815213 6.720099 0.101 0.033 -0.135
H -5.037413 -1.192922 3.684965 -0.367 0.132 0.001
H -4.726311 0.327880 4.510746 -0.207 -0.031 0.094
H -8.620192 2.685265 5.862993 0.073 -0.174 0.095
H -9.060992 1.374110 7.008795 0.118 0.142 -0.080
H -10.140546 1.799258 5.668853 0.173 -0.222 -0.142
C 1.842957 3.264658 -5.541394 0.052 -0.104 -0.342
C 2.685594 2.653060 -4.438029 -0.259 0.609 0.042
O 3.081221 1.317813 -4.775173 0.485 -0.244 -0.131
C 4.104863 1.218372 -5.637328 -0.184 0.009 -0.072
O 4.711400 2.137767 -6.133530 -0.201 -0.413 0.249
O 4.326971 -0.087885 -5.876169 -0.101 0.454 0.240
C 5.338913 -0.332801 -6.850981 0.312 -0.181 -0.290
H 0.997794 2.615673 -5.784490 -0.034 0.085 0.174
H 1.464591 4.243900 -5.241038 0.002 -0.073 0.035
H 2.423369 3.388042 -6.459534 0.060 0.057 0.162
H 2.091906 2.583298 -3.523908 0.124 -0.313 -0.097
H 3.559231 3.269994 -4.208995 0.012 -0.187 -0.174
H 6.265612 0.187532 -6.601143 -0.182 0.077 -0.070
H 4.983372 -0.033066 -7.839656 0.130 0.102 0.110
H 5.538613 -1.405020 -6.864458 -0.234 0.100 0.185
C -5.603547 3.347375 -6.641138 0.090 0.025 -0.328
C -4.567997 3.684972 -5.584991 -0.644 0.117 0.066
O -3.262844 3.254731 -5.990715 0.440 0.250 -0.120
C -2.642882 4.047629 -6.878846 -0.144 -0.102 -0.091
O -3.078680 5.072788 -7.345630 0.228 -0.402 0.249
O -1.456766 3.491013 -7.179882 -0.358 0.145 0.245
C -0.727948 4.191836 -8.186156 0.330 0.162 -0.328
H -5.561712 2.285128 -6.894491 -0.052 0.030 0.165
H -6.608054 3.589746 -6.288660 0.071 -0.028 0.027
H -5.421012 3.902167 -7.564851 -0.019 0.052 0.163
H -4.802312 3.149666 -4.662159 0.327 -0.072 -0.108
H -4.567856 4.752590 -5.347448 0.144 -0.095 -0.186
H -0.617118 5.248247 -7.933791 -0.173 -0.105 -0.059
H -1.223856 4.076928 -9.152862 -0.009 0.163 0.117
H 0.266387 3.748232 -8.251805 -0.206 -0.143 0.201
C -4.976426 6.005679 3.460168 0.197 0.253 0.053
C -5.549978 5.791935 2.072070 0.213 -0.477 0.419
O -5.943405 7.038049 1.483582 0.170 0.286 -0.426
C -4.945198 7.779006 0.977862 -0.021 0.001 0.212
O -3.773273 7.486078 0.969040 -0.498 0.101 -0.077
O -5.471686 8.920251 0.500635 0.068 -0.449 0.097
C -4.501419 9.843376 0.009950 0.233 0.367 -0.188
H -5.674744 6.572092 4.081343 -0.062 -0.161 -0.045
H -4.766043 5.049120 3.942828 -0.056 0.030 -0.047
H -4.048092 6.581007 3.419635 -0.047 -0.143 -0.082
H -6.450847 5.178126 2.142713 -0.072 0.301 -0.168
H -4.847735 5.260992 1.423327 -0.007 0.257 0.020
H -3.841605 9.374414 -0.722597 -0.009 -0.026 0.209
H -3.923699 10.253054 0.841865 0.064 -0.139 -0.128
H -5.033462 10.660518 -0.478760 -0.174 -0.220 0.147
```
Positions in Å, forces in eV/Å.

---

Here is an isolated molecule of C17H13FN4O6 in a non-equilibrium geometry from the OMol25 dataset. Energies are from ωB97M-V with the def2-TZVPD basis set.

Summary:
Molar mass: 388.3 g mol⁻¹
SMILES: CCOC(=O)C1=C(N)Oc2[nH]c(=O)[nH]c(=O)c2[C@@]12C(=O)Nc1ccc(F)cc12
Spin multiplicity: 1
Frontier orbital gap: 8.556 eV
Energy: -1425.97146 Eh
LUMO energy: 0.0029 Eh

The geometry in XYZ format:
```
41
Properties=species:S:1:pos:R:3:forces:R:3
C -1.797450 1.401015 3.445967 0.092 -0.586 0.816
C -1.116642 2.550918 2.724020 -1.960 1.062 1.122
O -0.483807 2.024416 1.599566 0.977 -1.570 -1.586
C 0.636211 1.340836 1.823657 4.549 0.385 2.367
O 1.386145 1.560066 2.827435 -2.366 0.024 -1.872
C 1.221713 0.387557 0.844629 0.138 -1.365 -1.905
C 2.614085 0.236685 0.555419 -3.267 1.796 2.928
N 3.587741 0.943970 1.272493 -0.377 -1.241 -0.673
O 3.009133 -0.558173 -0.448259 1.356 -0.989 -0.465
C 2.237983 -1.591213 -0.915900 0.187 1.062 -0.372
N 2.947881 -2.506819 -1.684291 -1.783 2.101 1.304
C 2.234887 -3.606178 -2.136449 3.651 -2.426 -1.103
O 2.943715 -4.542341 -2.482551 -1.218 0.052 -0.439
N 0.889440 -3.587225 -2.177965 -0.054 0.190 0.558
C 0.170469 -2.696028 -1.429384 -4.021 0.629 0.032
O -1.081120 -2.839416 -1.469885 2.819 0.845 0.677
C 0.905181 -1.625316 -0.729510 -0.104 -0.186 -0.087
C 0.208607 -0.514791 0.041145 -1.170 1.897 -0.803
C -0.954180 -1.104914 0.858160 -0.085 -1.654 1.375
O -0.815051 -2.007965 1.661136 -0.253 0.764 -0.539
N -2.188946 -0.552409 0.509793 -1.673 -0.872 0.420
C -2.058690 0.429184 -0.505639 0.799 -1.356 -0.415
C -2.998238 1.162834 -1.274622 1.292 -0.494 0.117
C -2.529851 1.811100 -2.399544 -0.394 -0.083 -0.695
C -1.199400 1.787896 -2.798200 -0.735 0.555 -0.304
F -0.762045 2.385798 -3.961732 -0.684 -0.386 0.976
C -0.303420 1.148813 -2.028359 2.591 -1.599 1.753
C -0.715554 0.378354 -0.836889 1.663 2.753 -4.022
H -2.484539 0.993666 2.720430 -0.121 -0.548 -0.227
H -2.451250 1.680820 4.296923 0.725 0.177 -0.293
H -1.072438 0.599810 3.770877 -0.744 0.886 -0.292
H -0.423309 3.132185 3.320238 0.098 0.001 0.126
H -1.939444 3.219743 2.336736 1.098 -0.490 0.246
H 4.567459 0.610916 1.260699 -1.206 0.230 -0.152
H 3.200207 1.243726 2.188549 0.331 -0.228 -0.838
H 3.863781 -2.281620 -2.073800 -0.457 -0.474 0.403
H 0.339372 -4.394347 -2.482396 0.671 0.255 0.001
H -2.983608 -1.245396 0.462551 1.288 1.251 0.379
H -4.069023 1.212576 -1.197144 -0.164 -0.448 0.787
H -3.300351 2.169628 -3.050020 -0.064 0.653 -0.374
H 0.764348 1.241639 -2.437882 -1.424 -0.570 1.068
```
Positions in Å, forces in eV/Å.

---

Here is a cluster of 2 separate species, C24H25F6N4 in total in a non-equilibrium geometry from the OMol25 dataset. Energies are from ωB97M-V with the def2-TZVPD basis set.

Summary:
Molar mass: 483.5 g mol⁻¹
Spin multiplicity: 1
Net charge: +1
Relative energy (zero: lowest compared OMol25 entry of this formula, charge and spin): 0.632 eV
Frontier orbital gap: 6.012 eV
Energy: -1747.53411 Eh
LUMO energy: -0.1790 Eh

The geometry in XYZ format:
```
59
Properties=species:S:1:pos:R:3:forces:R:3
C -3.773086 -3.510326 3.417158 -0.128 -0.844 -0.735
N -3.733467 -2.071260 3.508286 -0.133 0.372 0.979
C -4.455104 -1.477454 4.633777 0.571 -0.033 -0.323
C -5.703558 -0.809273 4.116238 -1.271 0.525 -1.106
F -6.505787 -0.268578 5.081333 1.079 -0.680 -1.005
F -5.362804 0.194489 3.236017 -0.419 -0.786 0.915
F -6.448713 -1.712599 3.398268 0.466 0.887 0.772
C -2.804441 -1.359569 2.785114 0.294 0.443 -0.218
C -1.893585 -0.482938 3.427183 -0.218 -0.030 -0.187
C -0.895482 0.133871 2.708778 0.050 0.091 -0.220
C -0.871668 0.070329 1.279290 -0.020 -0.352 -0.181
C 0.120587 0.779900 0.547741 -0.348 0.267 -0.037
C 0.045940 1.196379 -0.808861 -0.175 0.308 -0.229
C 1.227056 1.711435 -1.432686 0.076 -0.484 0.329
C 1.306733 1.863419 -2.796248 -0.260 -0.122 -0.327
C 0.172256 1.635314 -3.613557 0.311 -0.285 0.808
N 0.265897 1.742599 -4.992594 0.864 -0.279 -0.609
C -0.366878 2.845879 -5.673695 -1.004 0.472 -0.097
C 1.325053 1.068265 -5.748476 -0.135 0.292 0.657
C 0.853474 -0.316398 -6.119092 -1.017 -1.276 -0.151
F 1.704345 -1.019421 -6.925448 -0.850 0.943 0.974
F 0.649709 -1.049562 -4.971763 0.263 0.424 -1.068
F -0.363608 -0.241411 -6.751880 1.219 -0.239 0.410
C -1.059959 1.329170 -2.980260 0.008 0.260 -0.194
C -1.138316 1.138718 -1.616538 0.421 -0.032 -0.067
C -1.817722 -0.789119 0.636945 0.105 -0.043 0.373
C -2.709854 -1.528558 1.381234 0.045 -0.130 -0.008
H -2.770840 -3.920890 3.208620 -0.346 0.186 0.073
H -4.117351 -3.926997 4.373644 0.100 0.092 -0.389
H -4.455052 -3.836356 2.619913 0.085 -0.167 0.251
H -4.759688 -2.276003 5.325028 0.262 0.521 0.004
H -3.843131 -0.699510 5.094717 -0.271 -0.199 0.396
H -1.978907 -0.376245 4.506617 0.343 0.064 -0.261
H -0.121084 0.698921 3.232865 -0.239 -0.084 -0.218
H 1.060136 1.001598 1.080083 -0.273 0.101 -0.061
H 2.086979 1.953484 -0.804525 -0.171 -0.266 -0.144
H 2.226038 2.180660 -3.289164 -0.178 0.006 0.329
H -0.392884 3.746473 -5.038193 -0.003 -0.300 -0.201
H 0.204714 3.085655 -6.578355 -0.274 -0.009 0.256
H -1.392020 2.582776 -5.962639 0.111 0.277 -0.117
H 1.512083 1.615676 -6.683739 0.250 -0.198 0.486
H 2.213374 0.957000 -5.119874 0.179 0.005 -0.436
H -1.943977 1.198273 -3.601678 0.147 0.138 0.132
H -2.110887 0.942314 -1.163897 0.369 0.045 -0.168
H -1.796245 -0.914084 -0.447271 0.064 -0.091 0.491
H -3.379551 -2.226768 0.881851 0.104 0.168 0.153
N 3.088631 0.591649 1.762104 -0.334 0.033 0.294
C 3.390497 -0.656433 1.369679 1.023 0.304 0.081
C 4.700949 -1.138562 1.319978 -0.569 0.396 0.129
C 5.751201 -0.282246 1.714177 -0.673 0.235 -0.016
N 7.034784 -0.686668 1.652610 0.736 -0.265 -0.038
C 5.422021 1.012015 2.170741 -0.689 -0.065 -0.030
C 4.078553 1.392529 2.193112 0.669 -0.695 -0.327
H 2.553490 -1.300537 1.083591 0.242 0.212 0.012
H 4.912070 -2.151162 0.984395 -0.060 0.166 0.068
H 7.785820 -0.087706 1.957174 -0.184 -0.134 -0.053
H 7.274657 -1.620598 1.358244 -0.071 0.230 0.081
H 6.204940 1.692307 2.499457 -0.188 -0.110 -0.023
H 3.793664 2.376135 2.574468 0.045 -0.265 -0.212
```
Positions in Å, forces in eV/Å.